(1)
C2H3F2N | the ωB97M-V functional and the def2-TZVPD basis

Structure (ORCA input):
```
! wB97M-V def2-TZVPD RIJCOSX def2/J DEFGRID3
* xyz 0 1
C 0.23 0.05 0.71
C 0.82 0.06 -1.51
N 1.00 -0.09 -0.28
F 1.85 0.58 -2.35
F 2.55 -0.54 0.44
H -0.70 0.67 0.46
H 0.35 -0.64 1.53
H -0.04 -0.46 -2.00
*
```

Output
HOMO level (alpha / beta): -9.26 / -9.27 eV
Kohn-Sham gap (alpha / beta): 0.3129 / 0.3131 Ha
energy relative to the best compared isomer or geometry (same formula, charge and spin): 369.4 kJ/mol
LUMO level (alpha / beta): -0.7 / -0.7 eV

Partial atomic charges computed with the Mulliken method, in multiples of e: -0.3208, 0.0308, 0.1457, -0.2156, -0.5249, 0.2836, 0.2896, 0.3117


(2)
C3H4ClF | the ωB97M-V functional and the def2-TZVPD basis

Structure (ORCA input):
```
! wB97M-V def2-TZVPD RIJCOSX def2/J DEFGRID3
* xyz 0 1
C -1.33 -0.54 0.13
C -0.30 0.23 -0.60
C 1.05 0.30 0.19
F 1.56 1.64 -0.03
Cl 2.27 -0.81 -0.16
H -2.41 -0.54 -0.37
H -1.28 -0.92 1.10
H -0.46 0.36 -1.66
H 0.91 0.30 1.39
*
```

Output
HOMO level: -10.05 eV
Kohn-Sham gap: 0.3869 Ha
energy relative to the best compared isomer or geometry (same formula, charge and spin): 150.2 kJ/mol
SMILES: C=C[C@H](F)Cl
LUMO level: 0.5 eV

Mulliken population analysis, charges in e, atoms 1 to 8: -0.6118, -0.2301, 0.1639, -0.2790, -0.1237, 0.1989, 0.3127, 0.3430


(3)
C7H10N2O2 | the ωB97M-V functional and the def2-TZVPD basis

Structure (ORCA input):
```
! wB97M-V def2-TZVPD RIJCOSX def2/J DEFGRID3
* xyz 0 1
C -2.58 1.19 -0.52
C -2.36 0.02 0.45
C -1.18 0.17 1.37
N -0.33 -0.77 1.26
N -0.81 -1.69 0.26
C -1.92 -1.26 -0.19
H -1.67 1.37 -1.12
H -2.82 2.11 0.03
H -3.40 0.97 -1.20
H -3.28 -0.14 1.04
H -1.02 0.99 2.07
H -2.46 -1.79 -0.96
C 1.52 -0.98 -0.78
C 2.25 0.07 -0.46
C 3.60 -0.12 0.16
O 4.07 -1.20 0.41
O 4.28 1.01 0.45
H 0.53 -0.85 -1.25
H 1.88 -1.99 -0.59
H 1.89 1.09 -0.65
H 3.78 1.80 0.21
*
```

Output
HOMO level: -9.94 eV
Kohn-Sham gap: 0.3675 Ha
energy relative to the best compared isomer or geometry (same formula, charge and spin): 290.2 kJ/mol
SMILES: CC1C=NN=C1.C=CC(=O)O
LUMO level: 0.1 eV

Mulliken population analysis, charges in e, atoms 1 to 8: -1.2460, 0.6362, -0.4087, -0.3398, -0.4901, -0.3688, 0.3059, 0.3401


(4)
C45H46IrN2P2Si | the ωB97M-V functional and the def2-TZVPD basis

Structure (ORCA input):
```
! wB97M-V def2-TZVPD RIJCOSX def2/J DEFGRID3
* xyz 4 2
Ir 0.54 -0.07 0.83
C 1.51 -0.55 3.10
C 2.19 0.62 2.73
C 1.92 1.83 3.40
C 1.03 1.84 4.45
C 0.36 0.67 4.83
C 0.58 -0.52 4.15
H 1.84 -1.51 2.71
H 3.06 0.56 2.10
H 2.47 2.72 3.13
H 0.87 2.75 5.02
H -0.29 0.68 5.69
H 0.10 -1.43 4.48
C 4.12 -0.97 0.56
Si 2.71 -0.13 -0.33
C 2.41 -1.11 -1.90
C 3.30 -1.12 -2.98
C 3.03 -1.91 -4.09
C 1.89 -2.71 -4.14
C 1.00 -2.72 -3.08
C 1.28 -1.92 -1.97
P 0.30 -1.96 -0.49
C -1.42 -2.28 -0.87
C -2.20 -3.16 -0.11
C -3.50 -3.44 -0.52
C -4.02 -2.86 -1.67
C -3.24 -1.99 -2.43
C -1.94 -1.70 -2.04
C 0.94 -3.18 0.65
C 0.34 -3.41 1.90
C 0.85 -4.38 2.74
C 1.96 -5.13 2.35
C 2.55 -4.91 1.12
C 2.06 -3.93 0.27
C 3.03 1.66 -0.69
C 4.30 2.20 -0.91
C 4.44 3.53 -1.26
C 3.32 4.35 -1.39
C 2.05 3.84 -1.17
C 1.92 2.50 -0.82
P 0.30 1.78 -0.57
C -0.76 2.97 0.26
C -0.75 3.07 1.66
C -1.47 4.07 2.30
C -2.18 5.00 1.54
C -2.18 4.92 0.16
C -1.47 3.91 -0.49
C -0.47 1.41 -2.15
C -1.85 1.50 -2.33
C -2.39 1.33 -3.59
C -1.56 1.05 -4.68
C -0.19 0.94 -4.50
C 0.37 1.14 -3.24
H 4.82 -1.27 -0.22
H 3.82 -1.88 1.08
H 4.67 -0.33 1.26
H 4.19 -0.51 -2.97
H 3.72 -1.91 -4.93
H 1.70 -3.33 -5.01
H 0.12 -3.36 -3.11
H -1.80 -3.67 0.74
H -4.09 -4.16 0.04
H -5.01 -3.12 -2.00
H -3.63 -1.57 -3.35
H -1.32 -1.07 -2.66
H -0.54 -2.86 2.21
H 0.38 -4.57 3.70
H 2.35 -5.90 3.01
H 3.41 -5.50 0.81
H 2.53 -3.76 -0.69
H 5.18 1.58 -0.80
H 5.42 3.95 -1.42
H 3.44 5.39 -1.66
H 1.19 4.49 -1.25
H -0.15 2.39 2.25
H -1.44 4.15 3.38
H -2.72 5.80 2.04
H -2.71 5.66 -0.43
H -1.47 3.88 -1.57
H -2.50 1.74 -1.50
H -3.46 1.43 -3.75
H -1.99 0.93 -5.66
H 0.46 0.74 -5.34
H 1.44 1.11 -3.12
N -5.46 0.31 1.57
C -4.13 0.06 2.23
C -2.96 0.18 1.25
N -1.67 -0.08 1.92
H -6.23 0.22 2.25
H -5.65 -0.36 0.82
H -5.53 1.25 1.17
H -4.18 -0.93 2.67
H -4.04 0.79 3.03
H -2.91 1.18 0.82
H -3.07 -0.54 0.43
H -1.70 -0.99 2.39
H -1.53 0.60 2.66
*
```

Output
HOMO level (alpha / beta): -18.84 / -18.84 eV
Kohn-Sham gap (alpha / beta): 0.2340 / 0.1976 Ha
⟨S²⟩: 0.7577
energy relative to the best compared isomer or geometry (same formula, charge and spin): 44.6 kJ/mol
LUMO level (alpha / beta): -12.5 / -13.5 eV

Mulliken population analysis, charges in e, atoms 1 to 8: 1.8198, -0.2734, -0.5739, -0.6354, -0.5912, -0.6562, -0.9971, 1.0065


(5)
C32H50ClO3PZr | the ωB97M-V functional and the def2-TZVPD basis

Structure (ORCA input):
```
! wB97M-V def2-TZVPD RIJCOSX def2/J DEFGRID3
* xyz 0 1
Zr 0.20 0.66 1.22
Cl 1.39 2.44 2.29
P -2.20 -0.21 -0.15
C 0.79 -1.63 -2.86
H 1.68 -2.13 -2.54
H -0.07 -1.94 -2.26
C -2.85 1.00 1.11
C -2.76 -1.96 0.31
C -4.35 1.34 0.96
H -2.71 0.46 2.07
C -4.82 2.20 2.14
H -4.50 1.88 0.02
H -4.96 0.43 0.91
C -4.00 3.47 2.33
H -5.87 2.48 1.98
H -4.78 1.59 3.05
C -2.50 3.21 2.32
H -4.23 4.20 1.55
H -4.26 3.95 3.28
C -2.05 2.32 1.15
H -1.92 4.15 2.27
H -2.19 2.71 3.25
H -2.16 2.83 0.18
H -0.90 2.30 1.32
C -3.16 0.10 -1.77
C -2.73 -2.93 -0.88
H -1.95 -2.25 1.00
C -2.95 -4.38 -0.42
H -3.51 -2.67 -1.61
H -1.77 -2.85 -1.43
C -4.23 -4.54 0.42
H -3.00 -5.03 -1.29
H -2.09 -4.68 0.19
C -4.35 -3.50 1.54
H -5.10 -4.47 -0.24
H -4.25 -5.54 0.85
C -4.08 -2.06 1.09
H -5.35 -3.56 1.98
H -3.63 -3.75 2.33
H -4.92 -1.72 0.45
H -4.07 -1.39 1.96
C -3.04 1.55 -2.29
H -2.61 -0.56 -2.47
C -3.61 1.70 -3.72
H -3.58 2.22 -1.62
H -1.99 1.88 -2.28
C -5.04 1.16 -3.87
H -3.59 2.76 -4.00
H -2.95 1.16 -4.41
C -5.21 -0.23 -3.26
H -5.74 1.86 -3.40
H -5.30 1.12 -4.93
C -4.65 -0.32 -1.83
H -6.27 -0.49 -3.24
H -4.70 -0.97 -3.89
H -5.24 0.35 -1.18
H -4.80 -1.33 -1.45
C 0.38 1.30 -0.75
C 0.75 -0.55 -3.61
H -0.21 0.95 -1.65
C 1.97 0.13 -4.19
H -0.19 -0.01 -3.78
C 2.97 0.63 -3.09
H 2.55 -0.61 -4.75
H 1.68 0.95 -4.87
C 2.56 1.96 -2.43
H 3.17 -0.13 -2.31
H 3.94 0.80 -3.58
C 1.56 2.08 -1.17
H 3.51 2.41 -2.10
H 2.19 2.62 -3.22
H 2.25 2.15 -0.33
H 1.12 3.07 -1.40
O 1.62 -3.09 2.76
C 2.95 -2.82 2.76
C 3.73 -3.45 3.73
C 5.12 -3.40 3.61
C 5.74 -2.76 2.53
C 4.97 -2.11 1.58
C 3.58 -2.05 1.76
C 2.75 -1.30 0.82
O 3.13 -1.09 -0.33
O 1.57 -0.87 1.30
H 1.20 -2.44 2.16
H 3.23 -4.00 4.53
H 5.71 -3.90 4.37
H 6.83 -2.79 2.42
H 5.40 -1.63 0.70
*
```

Output
HOMO level: -6.42 eV
Kohn-Sham gap: 0.2191 Ha
energy relative to the best compared isomer or geometry (same formula, charge and spin): 50.1 kJ/mol
LUMO level: -0.5 eV

Mulliken population analysis, charges in e, atoms 1 to 8: 0.1814, -0.5079, -0.2374, 0.2211, 0.2247, -0.4429, -0.0483, 0.5934


(6)
C39H77BBr3N8O7P2 | the ωB97M-V functional and the def2-TZVPD basis

Structure (ORCA input):
```
! wB97M-V def2-TZVPD RIJCOSX def2/J DEFGRID3
* xyz 1 1
C -2.18 -3.31 5.96
C -0.74 -3.50 5.76
C 0.17 -2.36 5.06
C -0.22 -2.18 3.50
C 0.81 -2.77 2.37
C 0.62 -4.36 2.26
C 1.18 -5.23 3.49
C 0.13 -6.38 3.97
C -0.41 -7.30 2.76
N -1.93 -7.15 2.72
O 2.08 -2.15 2.19
C 3.16 -3.07 1.89
C 4.42 -2.14 1.43
O 4.98 -2.74 0.22
C 6.43 -2.73 0.25
C 7.05 -3.91 1.19
C -0.07 -2.19 1.10
C 0.24 -2.80 -0.33
C -0.73 -4.01 -0.77
O -1.86 -4.25 -0.28
C -0.11 -4.99 -1.90
C -0.68 -5.13 -3.33
C 0.04 -6.08 -4.35
C 1.32 -6.90 -4.01
C 1.88 -6.76 -2.56
C 1.17 -5.82 -1.53
N -0.95 -1.24 1.48
B -1.80 -0.75 0.34
O -2.92 -1.48 -0.17
O -1.53 0.55 -0.27
C -0.85 0.41 -1.54
C -0.93 -0.86 2.96
Br -2.82 -0.57 3.60
C -0.27 0.59 2.96
Br -1.62 2.08 2.68
C 0.53 1.09 4.26
C 1.92 0.36 4.57
Br -0.64 1.32 5.89
H -2.56 -3.05 7.01
H -2.95 -3.38 5.13
H -0.30 -4.47 6.15
H 0.05 -1.43 5.70
H 1.30 -2.62 5.09
H -1.08 -2.95 3.40
H -0.51 -4.61 2.17
H 1.08 -4.82 1.30
H 1.57 -4.63 4.37
H 2.09 -5.82 3.09
H 0.66 -7.06 4.75
H -0.78 -5.95 4.51
H -0.16 -8.41 2.90
H -0.03 -6.97 1.73
H -2.27 -7.33 3.68
H -2.09 -6.13 2.59
H 2.98 -3.77 1.01
H 3.50 -3.58 2.86
H 3.99 -1.12 1.08
H 5.20 -2.01 2.25
H 6.80 -2.98 -0.81
H 6.77 -1.68 0.56
H 6.84 -3.57 2.27
H 6.47 -4.88 1.03
H 8.16 -4.05 0.98
H 0.33 -2.02 -1.18
H 1.29 -3.27 -0.26
H -1.60 -4.54 -3.67
H -0.34 -6.17 -5.43
H 1.86 -7.57 -4.76
H 2.83 -7.33 -2.28
H 1.68 -5.76 -0.50
H -2.75 -1.84 -1.07
H -0.79 1.42 -2.09
H 0.24 0.11 -1.29
H -1.34 -0.41 -2.16
H 0.45 0.71 2.06
H 0.81 2.18 4.02
H 2.69 1.19 4.85
H 2.31 -0.08 3.59
H 1.92 -0.36 5.45
O -4.94 4.50 -1.25
P -5.75 4.89 -0.01
N -5.34 6.54 -0.12
C -4.28 7.29 0.51
C -6.02 7.31 -1.15
N -4.78 3.96 1.07
C -4.04 4.42 2.23
C -3.98 2.89 0.45
N -6.76 5.30 1.41
C -8.15 4.94 1.10
C -6.78 6.53 2.20
H -4.68 8.19 0.96
H -3.51 7.59 -0.22
H -3.77 6.75 1.30
H -7.06 7.50 -0.85
H -6.04 6.78 -2.11
H -5.55 8.28 -1.33
H -3.12 4.93 1.95
H -3.77 3.57 2.87
H -4.63 5.07 2.88
H -3.09 3.29 -0.04
H -4.57 2.32 -0.28
H -3.65 2.15 1.19
H -8.58 5.62 0.36
H -8.79 4.95 1.99
H -8.20 3.93 0.69
H -7.16 7.39 1.64
H -5.81 6.77 2.62
H -7.44 6.39 3.07
O 4.96 1.72 -5.70
P 4.16 2.86 -5.04
N 2.89 1.83 -4.56
C 1.64 1.51 -5.20
C 3.14 0.97 -3.41
N 3.91 3.70 -6.52
C 2.64 4.06 -7.14
C 4.83 3.37 -7.62
N 3.29 4.21 -4.24
C 4.17 4.73 -3.18
C 1.92 4.26 -3.77
H 0.81 1.63 -4.50
H 1.63 0.48 -5.57
H 1.40 2.15 -6.05
H 3.13 1.57 -2.49
H 4.11 0.48 -3.48
H 2.39 0.18 -3.29
H 2.16 3.22 -7.63
H 2.80 4.83 -7.90
H 1.95 4.53 -6.44
H 4.56 2.41 -8.09
H 5.87 3.32 -7.26
H 4.82 4.14 -8.40
H 4.24 4.03 -2.34
H 3.81 5.69 -2.79
H 5.18 4.90 -3.57
H 1.73 3.60 -2.92
H 1.19 4.06 -4.55
H 1.69 5.29 -3.43
*
```

Output
HOMO level: -9.15 eV
Kohn-Sham gap: 0.1893 Ha
LUMO level: -4.0 eV

Mulliken population analysis, charges in e, atoms 1 to 8: -0.7808, -0.8261, -0.4818, 0.1978, 0.7110, 0.5096, -0.6896, -0.7645


(7)
C50H48AsBiF5N4O6P2SSe | the ωB97M-V functional and the def2-TZVPD basis

Structure (ORCA input):
```
! wB97M-V def2-TZVPD RIJCOSX def2/J DEFGRID3
* xyz -1 1
Bi -0.36 0.54 0.79
O -2.52 0.09 0.30
C -3.41 -0.32 1.15
C -3.22 -0.94 2.39
C -4.45 -1.38 2.97
C -4.36 -1.95 4.21
C -3.24 -1.85 5.02
C -2.02 -1.60 4.45
C -2.00 -1.14 3.11
O -0.80 -0.81 2.64
N -5.44 -2.89 4.69
O -5.14 -3.59 5.66
O -6.48 -2.90 4.00
H -4.46 -0.05 0.89
H -5.40 -1.33 2.44
H -3.34 -2.13 6.08
H -1.14 -1.70 5.06
C 3.49 -1.72 -0.54
P 2.16 -1.93 0.74
C 3.07 -2.06 2.32
N 3.71 -3.20 2.53
C 4.03 -3.40 3.84
C 4.42 -4.70 4.25
C 4.69 -5.03 5.55
C 4.47 -3.98 6.53
C 4.16 -2.69 6.16
C 3.93 -2.36 4.80
N 3.63 -1.04 4.47
C 3.07 -0.99 3.26
P 2.26 0.60 2.88
C 1.50 1.18 4.49
C 3.91 1.56 2.60
C 3.53 2.71 1.66
C 5.14 0.75 2.05
C 4.30 2.09 4.01
C 1.48 -3.60 0.37
C 2.58 -4.53 -0.22
C 0.34 -3.57 -0.66
C 0.93 -4.22 1.66
H 4.45 -2.19 -0.25
H 3.72 -0.68 -0.74
H 3.15 -2.19 -1.50
H 4.40 -5.39 3.41
H 5.09 -6.03 5.81
H 4.57 -4.27 7.58
H 4.06 -1.87 6.86
H 1.91 0.62 5.37
H 0.44 0.97 4.48
H 1.71 2.22 4.69
H 3.60 2.35 0.59
H 4.31 3.53 1.77
H 2.50 3.15 1.79
H 4.88 0.34 1.05
H 5.44 -0.08 2.69
H 5.98 1.45 1.89
H 3.56 2.78 4.47
H 5.23 2.65 3.88
H 4.44 1.25 4.75
H 2.87 -4.30 -1.27
H 2.21 -5.57 -0.13
H 3.45 -4.53 0.49
H 0.67 -3.08 -1.62
H -0.61 -3.05 -0.34
H 0.09 -4.62 -0.89
H 1.74 -4.59 2.31
H 0.34 -5.15 1.35
H 0.26 -3.54 2.21
S 1.79 2.38 -2.01
C 1.54 4.00 -2.54
C 2.46 4.97 -2.17
C 2.27 6.28 -2.58
C 1.12 6.63 -3.29
C 0.11 5.71 -3.49
C 0.31 4.35 -3.16
As -0.90 2.79 -3.09
C -0.54 1.93 -4.85
C -1.49 0.99 -5.21
C -1.10 -0.01 -6.10
C 0.20 -0.10 -6.62
C 1.11 0.89 -6.22
C 0.80 1.89 -5.33
C -2.59 3.72 -3.50
C -3.12 3.80 -4.81
C -4.45 4.17 -5.01
C -5.21 4.65 -3.95
C -4.67 4.68 -2.68
C -3.38 4.23 -2.42
H 3.37 4.65 -1.66
H 3.00 7.04 -2.35
H 0.98 7.67 -3.61
H -0.86 6.03 -3.79
H -2.51 0.95 -4.80
H -1.82 -0.79 -6.40
H 0.51 -1.00 -7.13
H 2.08 0.89 -6.66
H 1.50 2.61 -4.97
H -2.50 3.56 -5.66
H -4.88 4.15 -6.00
H -6.25 4.97 -4.09
H -5.27 4.91 -1.79
H -2.92 4.30 -1.46
O -0.80 -0.45 -1.41
H -0.08 -0.48 -2.02
H -1.63 -0.59 -2.03
Se -0.82 3.19 1.51
C -1.63 2.41 3.01
N -1.97 2.02 4.05
F -7.38 -2.66 -4.34
C -6.15 -2.22 -3.95
C -5.00 -2.91 -4.23
F -5.05 -4.12 -4.88
C -3.80 -2.43 -3.78
F -2.73 -3.30 -3.79
C -3.64 -1.12 -3.20
O -2.51 -0.50 -3.08
C -4.87 -0.43 -2.98
F -4.84 0.89 -2.54
C -6.08 -1.01 -3.24
F -7.20 -0.29 -3.03
*
```

Output
HOMO level: -4.28 eV
Kohn-Sham gap: 0.1659 Ha
energy relative to the best compared isomer or geometry (same formula, charge and spin): 392.2 kJ/mol
LUMO level: 0.2 eV

Mulliken population analysis, charges in e, atoms 1 to 8: 1.9987, -0.5536, -0.4624, 0.8648, -0.8594, -0.4237, -0.5604, -0.7785


(8)
C4H6GdO2 | the ωB97M-V functional and the def2-TZVPD basis

Structure (ORCA input):
```
! wB97M-V def2-TZVPD RIJCOSX def2/J DEFGRID3
* xyz 2 9
H -0.70 -1.47 -1.29
O -2.66 -0.28 -0.40
C -1.37 -0.33 -0.42
C -0.76 -1.56 -0.01
C 0.69 -1.88 0.38
C 1.74 -1.05 -0.29
O 1.72 0.28 -0.14
Gd 0.21 1.44 0.55
H -2.99 0.51 0.06
H -1.47 -2.15 0.60
H 0.87 -2.94 0.15
H 0.76 -1.83 1.49
H 2.72 -1.51 -0.48
*
```

Output
HOMO level (alpha / beta): -15.33 / -18.56 eV
Kohn-Sham gap (alpha / beta): 0.1975 / 0.2424 Ha
⟨S²⟩: 20.4286
energy relative to the best compared isomer or geometry (same formula, charge and spin): 155.5 kJ/mol
LUMO level (alpha / beta): -10.0 / -12.0 eV

Mulliken population analysis, charges in e, atoms 1 to 8: 0.2410, -0.2490, -0.3930, 0.1523, -0.6703, -0.1264, -0.7119, 1.8530